C21H23NO15P2 | ωB97M-V with the def2-TZVPD basis set

Atoms and positions in Å:
P -5.06 -2.28 -1.27
P -4.32 -1.95 -3.32
O -5.51 -0.84 -0.82
O -6.42 -3.07 -1.41
O 6.02 4.81 -0.92
O 5.44 6.02 -3.17
O 3.17 7.87 1.23
O -1.41 -3.94 6.44
O 1.36 -0.47 -0.38
O 5.70 1.35 -0.41
O -2.81 -1.55 -2.89
O 2.53 9.02 -1.02
O -2.75 -3.77 1.94
O 4.97 2.77 -2.48
O -3.76 -4.73 7.23
O 0.66 0.91 -2.48
O -5.15 -4.50 2.75
N -4.02 -2.98 -0.35
C 4.46 1.19 -0.84
C 1.89 1.08 -2.04
C 2.77 1.92 -2.60
C 3.71 7.39 0.25
C 4.10 2.03 -2.04
C -1.07 -2.43 -1.39
C 4.88 6.47 -2.19
C 4.63 6.27 0.28
C -3.61 -4.51 5.93
C -4.32 -4.40 3.63
C 5.18 5.83 -0.86
C -1.04 -3.77 -0.66
C -1.95 -3.82 4.14
C 3.58 0.35 -0.28
C -4.59 -4.66 5.03
C 3.39 8.01 -1.09
C -2.92 -3.97 3.24
C 2.24 0.25 -0.83
C -1.78 -2.55 -2.73
C -2.22 -4.06 5.54
C 3.94 7.58 -2.23
H 0.24 0.25 -1.88
H 2.54 2.52 -3.47
H 2.30 9.12 -0.07
H -0.91 -3.67 0.41
H -4.69 -0.32 -0.68
H 3.72 8.02 -3.19
H -3.60 -3.94 1.49
H 6.24 4.70 -1.87
H -1.93 -4.36 -0.86
H -0.94 -3.51 3.87
H -4.21 -3.28 -3.75
H -1.10 -2.39 -3.56
H -2.89 -4.53 7.64
H -0.03 -2.17 -1.57
H 3.82 -0.26 0.58
H 4.84 5.82 1.24
H -1.52 -1.65 -0.78
H -0.17 -4.32 -1.02
H -5.59 -4.98 5.30
H -6.18 -4.01 -1.45
H -2.22 -3.54 -2.79
H -3.77 -2.39 0.45
H 6.11 2.03 -0.98

Values from the calculation:
Net charge: 0
Molar mass: 591.4 g/mol
HOMO: -8.88 eV
Structure (SMILES): O=C1C=C(O)C(=O)C=C1O.O=C1C=C(O)C(=O)C=C1O.O=C1C=C(O)C(=O)C=C1O.CCCOPP(=N)(O)O
Frontier orbital gap: 0.26636 hartree
Multiplicity: 1